Formula: C11H40N10O9
Source: the Open Molecules 2025 dataset
Level of theory: ωB97M-V/def2-TZVPD

```
70
C11H40N10O9 | the Open Molecules 2025 dataset | ωB97M-V/def2-TZVPD
N 7.77641 -19.22612 -21.24299
C 8.06045 -18.35051 -20.31459
N 8.74449 -18.86497 -19.32884
O 7.80756 -17.06253 -20.42279
H 7.21860 -18.93203 -22.06692
H 7.86211 -20.15519 -20.91198
H 9.16509 -18.05134 -18.78526
H 9.15113 -19.77316 -19.39018
N 5.24493 -21.21071 -17.49281
C 6.30876 -20.81367 -18.06654
N 6.68738 -19.56547 -17.91906
O 6.97957 -21.76822 -18.73983
H 4.91292 -22.26107 -17.49994
H 4.66682 -20.48041 -16.99001
H 7.56290 -19.16570 -18.43759
H 6.36029 -18.93060 -17.17999
N 11.86251 -21.15746 -21.84257
C 10.64690 -20.76862 -21.60641
N 10.23677 -19.74143 -22.31212
O 9.84426 -21.21793 -20.50151
H 12.17976 -21.73474 -21.03828
H 12.57953 -20.78187 -22.55721
H 9.28681 -19.39442 -22.00463
H 10.37628 -19.59941 -23.33005
N 5.04696 -23.33994 -20.22342
C 5.60331 -24.46662 -20.38807
N 6.74609 -24.62052 -19.80989
O 4.91106 -25.48283 -20.98879
H 4.09114 -23.25003 -20.56935
H 5.47382 -22.50534 -19.86609
H 7.24188 -25.44518 -20.10039
H 7.35985 -23.88391 -19.43628
N 6.13126 -19.24231 -23.40691
C 6.64310 -18.56740 -24.35089
N 6.21285 -17.33635 -24.43953
O 7.54255 -19.13142 -25.14472
H 6.53868 -20.14577 -23.25268
H 5.27066 -19.02060 -22.90421
H 6.54721 -16.83172 -25.22586
H 5.44121 -16.97338 -23.82648
C 3.23402 -20.84603 -23.65633
C 3.79608 -21.75509 -24.79233
O 3.46544 -21.19351 -26.01352
H 3.74812 -21.12747 -22.78363
H 2.18628 -20.99598 -23.50059
H 3.44679 -19.77752 -23.80433
H 3.51233 -22.78914 -24.67000
H 4.90550 -21.73596 -24.64496
H 3.85597 -20.33948 -26.06870
C 10.00298 -25.30117 -18.16586
C 10.14968 -24.32404 -19.31034
O 9.51498 -23.18606 -18.80434
H 8.98957 -25.23875 -17.79703
H 10.76579 -25.09202 -17.32939
H 10.25629 -26.33850 -18.47754
H 9.80576 -24.72596 -20.26570
H 11.23101 -24.12628 -19.30628
H 9.57501 -22.46826 -19.47026
C 2.27084 -23.42061 -21.93608
O 2.28363 -22.55194 -20.85964
H 3.21765 -23.47509 -22.44014
H 1.51718 -23.14552 -22.71191
H 1.94758 -24.37673 -21.56607
H 1.55142 -22.78166 -20.27319
C 7.47292 -22.19806 -22.52605
O 6.09572 -22.02701 -22.56871
H 7.68161 -23.07365 -23.09759
H 7.70550 -22.26469 -21.47125
H 8.01605 -21.37720 -22.92093
H 5.79836 -22.53515 -21.78475
```

The SMILES is NC(N)=O.NC(N)=O.NC(N)=O.NC(N)=O.NC(N)=O.CCO.CCO.CO.CO. The HOMO energy is -8.691 eV. The calculation puts the relative energy (zero: lowest compared OMol25 entry of this formula, charge and spin) at 4.688 eV. Its total charge is 0. The calculation puts the HOMO-LUMO gap at 8.94 eV.

These are the Mulliken partial charges, in e, on atoms 1 to 5:
1 N 0.1687
2 C 0.3358
3 N -0.3425
4 O -0.7898
5 H 0.0921